One molecule with the formula C4H6O2, computed with ωB97M-V/def2-TZVPD.

The highest occupied orbital energy comes out at -10.009 eV. Its structure (SMILES) is O=CC[C@H]1CO1. The charge is 0. As for the electronic energy: -8338.511 eV. Its energy above the lowest of the compared OMol25 structures with the same formula, charge and spin is 1.950 eV. The value obtained for the LUMO energy is 1.0 eV. Its spin multiplicity is 1.

Cartesian coordinates (Å):
O1 0.31872 -2.11660 -0.85031
C1 -0.28193 -1.18382 -1.33163
C2 -0.78072 -0.01196 -0.52379
C3 -0.11434 0.07969 0.83053
C4 1.10906 0.86293 0.99744
O2 -0.14454 1.35876 1.44639
H1 -0.51630 -1.15871 -2.42005
H2 -1.86896 -0.13892 -0.41475
H3 -0.61755 0.91664 -1.08457
H4 -0.28729 -0.75025 1.51531
H5 1.82488 0.60642 1.77768
H6 1.52682 1.37925 0.13227